# C5H15NO

A 2-piece molecular cluster, C5H15NO overall in a non-equilibrium geometry (ωB97M-V/def2-TZVPD, OMol25).

ORCA input file:
```
! RIJCOSX wB97M-V def2-TZVPD def2/J DEFGRID3
* xyz -1 2
C 1.866 2.134 0.971
N 1.154 1.874 -0.510
C -1.888 -0.536 -1.356
C -0.551 0.271 -1.483
C 0.324 0.587 -0.329
C 1.192 -0.822 -0.055
H 2.236 1.209 1.377
H 1.127 2.447 1.640
H 2.614 2.842 0.890
H 2.023 1.520 -0.940
H -2.529 -0.066 -2.103
H -2.351 -0.214 -0.371
H -1.858 -1.566 -1.219
H 0.159 0.216 -2.217
H -1.106 1.222 -1.765
H -0.307 0.829 0.466
H 2.320 -0.600 -0.142
H 1.029 -1.038 1.014
H 0.845 -1.664 -0.635
H -1.961 -2.781 2.985
H -2.304 -2.354 1.543
O -1.709 -2.865 2.069
*
```

Molecular weight ... 105.2 g mol⁻¹
LUMO energy (alpha / beta) ... 3.56 / 3.41 eV
Maximum force ... 0.0883 Eh/bohr
ΔE to the lowest compared entry with this formula, charge and spin ... 2.599 eV
Expectation value of S² ... 0.75